No. 1
A cluster of 2 separate species, C3H7N2OS in total. Source: the Open Molecules 2025 dataset; level of theory: wB97M-V/def2-TZVPD.

The geometry in XYZ format:
```
14
Properties=species:S:1:pos:R:3
H 0.744 -0.018 -2.185
C 0.843 0.162 -1.132
H -3.202 -0.086 -0.330
C 0.508 -0.765 -0.031
C 1.246 1.158 0.755
S -2.092 0.599 -0.094
H -2.746 1.578 0.509
H 0.552 1.899 1.179
O 0.785 -0.166 1.084
H -0.109 -2.432 -0.984
H -0.109 -2.517 0.751
H 2.229 1.331 1.213
N 1.272 1.248 -0.638
N 0.079 -1.992 -0.096
```

Summary:
- Total charge: +1
- E_LUMO: -5.05 eV
- Orbital gap: 8.66 eV
- E_HOMO: -0.504 Eh

No. 2
The ion C3H7N2S with charge +1. Source: the Open Molecules 2025 dataset; level of theory: wB97M-V/def2-TZVPD.

The geometry in XYZ format:
```
13
Properties=species:S:1:pos:R:3
H -1.372 1.393 -0.954
C -1.103 0.836 -0.043
H -1.881 -0.785 0.958
H 1.022 1.475 -0.062
C 0.350 0.626 -0.068
N 0.839 -0.572 -0.074
H -1.320 1.550 0.776
H -2.769 -0.306 -0.345
S 3.297 0.306 0.058
H 0.140 -1.326 -0.143
N -1.828 -0.409 0.017
C 2.190 -0.868 -0.043
H 2.436 -1.922 -0.078
```

Summary:
- Total charge: +1
- E_LUMO (alpha / beta): -6.18 / -6.18 eV
- Orbital gap (alpha / beta): 7.70 / 7.70 eV
- Structure (SMILES): NC/C=[NH+]/C=S
- E_HOMO (alpha / beta): -0.510 / -0.510 Eh

No. 3
The ion C3H7N2S with charge +1. Source: the Open Molecules 2025 dataset; level of theory: wB97M-V/def2-TZVPD.

The geometry in XYZ format:
```
13
Properties=species:S:1:pos:R:3
H 0.228 1.067 -2.047
S -1.147 -0.522 2.317
H -1.299 0.820 2.349
C 0.971 -0.634 0.641
H 1.666 -0.993 1.406
C 0.186 0.049 -1.404
N 1.316 -0.301 -0.573
N -0.288 -0.289 0.852
H 2.279 -0.214 -0.882
H -0.067 -0.821 -1.939
C -0.907 0.404 -0.283
H -1.893 0.003 -0.469
H -1.044 1.431 0.031
```

Summary:
- Total charge: +1
- E_LUMO: -3.78 eV
- Orbital gap: 10.11 eV
- Structure (SMILES): SN1C=[NH+]CC1
- E_HOMO: -0.511 Eh

No. 4
The ion C3H7N2S with charge +1. Source: the Open Molecules 2025 dataset; level of theory: wB97M-V/def2-TZVPD.

The geometry in XYZ format:
```
13
Properties=species:S:1:pos:R:3
N -0.079 -0.183 1.737
C -0.517 0.855 -1.718
H 0.364 0.610 2.246
H -0.121 -2.050 -0.726
H 0.077 -1.047 2.112
H 1.700 -0.598 0.813
N -0.477 -0.450 -1.620
C 0.109 -1.003 -0.677
C 0.746 -0.186 0.426
H -1.535 1.277 -1.310
H -0.149 1.247 -2.588
S 1.002 1.429 -0.213
H -1.118 0.101 1.517
```

Summary:
- Total charge: +1
- E_LUMO: -4.29 eV
- Orbital gap: 9.48 eV
- Structure (SMILES): [NH3+][C@H]1C=NCS1
- E_HOMO: -0.506 Eh

Sequential F_max output: 1.2, 2.6, 4.8, 5.7 eV/Å